A cluster of 9 separate species, C30H62O27 in total in a non-equilibrium geometry. Source: the OMol25 dataset; level of theory: ωB97M-V/def2-TZVPD.

```
119
Properties=species:S:1:pos:R:3:forces:R:3:mulliken_charge:R:1
O 5.855230 2.580716 -1.629534 0.394 0.614 -0.642 -0.52
O -1.639315 0.978975 -1.693755 1.428 0.368 -0.537 -0.16
O 7.815994 3.792545 -1.819739 -2.891 1.667 -1.828 -0.32
O -4.581380 2.487871 4.044244 -2.497 1.510 0.552 -0.40
O -3.394167 1.495601 5.630835 -0.444 2.067 0.316 -0.62
O 2.119471 4.151831 2.218228 -1.445 -0.246 3.165 -0.53
O -4.709926 -1.970793 -4.717431 0.858 0.902 -0.705 -0.39
O 1.693720 -3.182371 -1.910448 -1.435 -1.857 -1.224 -0.41
O -0.214117 2.466323 -1.107130 0.820 0.615 -0.641 -0.36
O -0.573641 -0.815079 -6.996581 1.342 -0.240 0.244 -0.61
O -4.872817 -3.028034 -0.504843 1.173 0.812 -0.962 -0.15
O 1.993399 -5.075788 -2.878214 -0.320 0.501 -0.517 -0.36
O -2.900214 -3.000441 0.545677 -2.020 0.364 -1.820 -0.22
O -4.305424 -3.806197 -3.726731 -0.913 -0.221 -0.684 -0.35
O 5.909930 4.750649 -2.328245 -0.288 0.009 -0.579 -0.32
O 1.525553 5.160491 4.236055 -0.009 -1.449 -0.237 -0.36
O -5.032137 3.016978 6.120677 -0.427 0.665 -2.901 -0.35
O -1.980828 0.595415 -7.854899 -2.105 1.856 -1.058 -0.36
O -1.638221 1.662446 0.496823 0.874 -0.145 -1.705 -0.59
O 2.113000 -3.994404 4.821566 -0.506 1.700 -2.037 -0.39
O 3.969871 -0.070589 1.386419 -0.842 1.170 0.857 -0.22
O 0.330776 3.445788 3.474376 1.580 -0.415 -0.202 0.01
O -0.142649 -4.724451 -2.111877 4.930 2.889 -0.718 -0.64
O -2.467461 -2.511736 -4.162082 -4.677 -0.416 -0.495 -0.54
O -4.662657 -1.828748 1.402521 0.241 0.087 -1.103 -0.63
O -1.213364 1.037735 -5.887759 0.684 1.613 0.582 -0.35
O 1.618701 -1.463801 2.158864 0.967 0.267 -1.720 -0.09
C 3.013930 0.700252 2.195533 -0.064 -3.004 0.329 -0.61
C -2.511275 -0.099145 -1.478472 -1.704 0.236 1.371 -0.41
C 0.563765 3.276925 -0.181509 -0.653 -1.285 1.253 -0.06
C 4.466742 4.853295 -2.380489 -0.070 0.112 -0.262 -0.58
C -0.438741 3.343693 4.700348 -0.623 0.634 0.023 -0.72
C -0.455106 0.678467 -4.699709 -0.125 -1.578 0.509 -0.29
C -3.928732 1.895549 2.943336 1.729 -0.539 0.667 -0.50
C 6.436042 3.582748 -1.967490 1.434 -0.132 1.934 0.75
C 2.415365 6.254151 4.160443 1.256 0.481 -0.391 -0.72
C -2.107688 -0.098797 -9.075764 1.508 -0.322 -1.555 -0.79
C 1.018197 -2.376440 -1.008731 -0.448 2.421 1.718 -0.10
C 8.579706 2.919000 -1.093323 0.686 -1.254 0.912 -0.61
C -1.186423 1.694599 -0.645025 -1.098 -0.153 1.217 0.70
C -4.197498 -2.488159 0.496022 0.760 -0.787 2.848 0.79
C -1.140951 0.242518 -6.944512 0.285 -2.807 1.646 0.94
C -2.025137 -2.624823 1.609450 -0.223 0.921 -0.825 -0.34
C -3.452551 -4.629544 -2.995305 1.429 -0.325 1.586 -0.47
C 1.458438 4.186742 3.266514 -0.786 1.785 -1.256 0.52
C 1.060681 -4.295797 -2.325549 -3.506 -2.891 1.401 0.80
C 1.639396 -6.399662 -3.269977 -0.561 -0.715 0.042 -0.69
C 3.500654 -3.809798 5.004323 0.489 -2.288 1.810 -0.72
C 5.300832 0.327030 1.658084 0.246 -0.440 -0.584 -0.87
C 1.760562 -3.561917 3.485591 0.498 0.019 -0.655 -0.50
C -3.716961 -2.758499 -4.214334 3.169 2.200 -0.315 0.93
C -4.206452 2.363623 5.295801 0.487 -4.125 0.139 0.87
C 1.636043 -0.029381 2.107164 0.027 0.086 -1.367 -0.10
C -4.887026 2.841520 7.459762 1.417 -0.283 2.811 -0.65
C -6.299047 -3.052981 -0.533107 -0.640 -1.556 0.953 -0.84
C -4.247678 -0.861644 -5.553394 1.403 0.208 0.487 -0.50
C 1.740933 -2.039827 3.420499 -1.311 0.734 0.965 -0.36
H 2.421377 6.723154 3.176515 -0.563 0.153 0.068 0.30
H -1.891874 0.658814 -9.829123 -0.869 0.035 -0.221 0.33
H 0.529505 0.250331 -4.887708 -0.216 -0.054 -0.637 0.32
H -3.289897 -4.115282 -2.048103 -0.072 -0.432 0.327 0.06
H -0.016848 -2.053704 -1.121079 -0.262 -0.676 -1.360 0.19
H -3.206064 2.691525 2.763676 0.219 -0.684 -1.464 0.29
H -3.916510 -5.603363 -2.838746 0.057 0.200 -0.232 0.28
H 3.613383 -3.948782 6.079528 0.235 0.327 0.178 0.29
H 1.772656 -6.578154 -4.336982 0.669 0.388 0.056 0.28
H 0.805337 -1.711746 3.873396 0.141 0.043 1.241 0.30
H -3.006532 -0.688622 -9.255452 -0.512 0.763 0.609 0.29
H 4.200733 5.897090 -2.547316 0.546 0.152 0.510 0.30
H 0.592136 -6.665488 -3.126154 -0.009 0.524 0.503 0.32
H 2.619140 -1.653573 3.937854 -0.048 0.041 0.223 0.09
H -3.607055 -0.170860 -5.005205 0.335 -0.414 0.491 0.07
H -5.680461 3.325599 8.029167 -0.153 0.046 -0.536 0.24
H -4.974549 -0.138189 -5.922695 -0.961 -1.123 0.052 0.38
H -1.335252 -0.828652 -9.318159 0.449 -0.049 0.971 0.35
H 2.199929 6.938252 4.981233 -0.637 -0.025 -0.329 0.26
H 4.023428 4.393220 -3.263610 0.356 -0.723 0.161 0.31
H -0.289380 1.411740 -3.910443 -0.600 1.061 -0.962 0.22
H 8.625705 1.938214 -1.566666 -0.001 -0.134 0.169 0.28
H -1.196087 2.579259 4.526641 0.396 -0.198 -0.170 0.19
H -6.435358 -4.133183 -0.584961 -0.627 -0.016 -0.104 0.30
H 1.582644 -1.445198 -1.056577 0.087 -0.012 0.437 0.30
H 1.596718 3.456431 -0.479648 -0.435 -0.087 -0.878 0.10
H 8.217928 2.843134 -0.067924 -0.145 -0.275 0.057 0.28
H -2.448213 -4.646790 -3.418539 -0.231 -0.514 -0.324 0.35
H -6.767527 -2.729956 0.396570 0.400 0.334 -0.005 0.37
H 0.844611 -4.033034 3.128961 -0.337 0.176 0.643 0.29
H -4.799881 1.807597 7.793698 -0.303 -0.244 -0.410 0.30
H 5.570990 0.145900 2.698421 -0.116 0.465 0.291 0.32
H 3.957402 -4.718569 4.612388 0.550 0.173 -0.495 0.31
H -4.583462 1.527239 2.153549 -0.441 1.154 0.063 0.29
H 0.656638 2.637549 0.696372 -0.080 0.494 0.345 -0.10
H 4.029795 4.481036 -1.453881 0.018 -0.052 -0.174 0.19
H -3.438004 0.959887 3.211320 0.404 0.216 0.477 0.29
H 0.920152 0.355104 2.833639 0.120 0.292 0.274 0.50
H 3.216989 0.527033 3.252355 0.989 0.609 0.263 0.30
H 3.472286 6.041271 4.320753 0.020 -0.904 0.052 0.31
H -2.360929 -1.665579 2.003405 -0.308 -0.474 0.869 0.21
H -1.054754 -0.072854 -4.185870 0.138 -0.340 -0.154 -0.03
H 9.583491 3.339650 -1.033474 -0.051 0.010 -0.216 0.23
H -2.138964 -0.818101 -0.748681 0.285 -0.031 -0.191 0.01
H 2.245686 -7.061261 -2.651275 0.071 -0.080 -0.311 0.27
H 0.039310 4.196779 0.077199 0.045 -0.108 -0.146 0.35
H -1.945513 -3.501952 2.251635 0.075 0.554 0.403 0.43
H -3.941702 3.282748 7.775643 0.088 0.218 0.210 0.28
H 1.249932 0.227455 1.120725 -0.323 -0.317 -0.101 -0.34
H 0.984565 -2.724602 0.023612 0.767 -0.490 -0.062 0.00
H 0.083916 3.127907 5.632205 0.621 -0.159 -0.463 0.41
H -3.620827 -1.258772 -6.351786 -0.278 -0.008 -0.133 0.27
H -6.838521 -2.631394 -1.381240 0.952 0.517 -0.182 0.27
H -1.077566 -2.341559 1.151225 0.225 -0.605 -0.038 -0.12
H -3.401278 0.354683 -1.042540 -0.346 -0.331 0.228 0.53
H -1.006889 4.254394 4.889883 0.230 0.303 -0.242 0.33
H 2.478817 -3.884433 2.731802 0.587 -0.338 0.155 0.37
H 2.973306 1.759288 1.940788 -0.109 -0.068 -0.061 0.54
H -2.850272 -0.598736 -2.385987 0.813 0.278 -0.259 -0.09
H 5.515220 1.330713 1.290991 -0.166 0.383 0.459 0.30
H 5.996727 -0.289505 1.089122 -0.334 -0.354 -0.223 0.27
H 4.092367 -2.935731 4.732356 -0.839 0.370 -0.518 0.28
```
Positions in Å, forces in eV/Å.

Calculated values
**HOMO-LUMO gap**: 10.1 eV
**Lowest unoccupied orbital energy**: 0.4 eV
**Net charge**: 0



A structure of composition C41H34HoN7O2Si in a non-equilibrium geometry. Source: the OMol25 dataset; level of theory: ωB97M-V/def2-TZVPD.

```
86
Properties=species:S:1:pos:R:3:forces:R:3:mulliken_charge:R:1
Ho -0.371668 -0.082486 0.278237 0.975 -0.641 -0.724 0.02
Si -1.416729 2.375932 1.113626 -0.997 2.295 0.843 0.72
O -2.043160 -1.252591 1.366067 -0.239 0.794 -0.134 -0.75
O 1.355597 -4.079000 0.542473 -0.134 -0.009 0.015 -0.70
N 1.640450 -0.046042 1.690056 0.390 0.333 -0.483 0.45
N 3.334029 0.162913 0.007454 0.272 -0.097 -1.326 -0.37
N -1.917166 -3.537734 1.578855 -0.148 0.105 -0.002 0.30
N -1.665336 -0.421583 -1.775907 0.477 0.106 -0.293 0.48
N 1.332868 -0.058245 -1.349675 -0.627 -0.031 0.556 0.70
N -0.189989 -2.409878 0.709335 -0.262 0.844 0.016 0.26
N 0.085447 -0.335182 -3.413804 1.277 0.038 -0.187 -0.35
C 4.768963 0.031097 -2.674693 -0.078 0.000 0.142 -0.12
C -0.257878 3.666099 -1.209725 0.063 -0.249 0.005 -0.12
C 0.031106 4.688968 -2.097623 0.118 0.048 -0.221 -0.74
C -2.071421 -7.724793 -1.199856 0.007 -0.037 -0.069 -0.35
C 2.825666 -0.236418 -4.708026 -0.131 -0.010 0.079 -0.14
C 3.632350 0.470994 3.576024 -0.258 -0.025 -0.097 -0.40
C -0.918663 3.152868 2.842884 0.026 -0.527 -0.594 -1.36
C 1.127979 -5.852876 4.413083 0.019 -0.061 0.065 -1.00
C 0.142447 -6.030605 5.367331 0.064 -0.022 0.043 -0.36
C -1.430566 -2.331136 1.226141 -0.289 -1.581 0.431 -0.05
C 3.923017 0.474680 2.235182 -0.257 -0.068 0.058 -0.66
C -0.477129 5.958198 -1.876296 0.075 -0.023 -0.100 -0.40
C 3.424434 -0.049886 -2.370320 -0.391 -0.074 -0.767 0.21
C 5.132581 -0.023899 -4.014455 0.039 0.003 0.094 -0.67
C 1.158286 -0.211085 -2.697332 -0.797 0.004 -0.662 -0.39
C -2.118891 -0.435940 -4.139788 0.042 0.021 0.324 -0.69
C 2.466640 -0.186870 -3.375914 0.725 0.083 0.426 0.18
C -1.178227 -5.788918 5.034452 -0.104 -0.036 0.051 -0.97
C -1.215243 -0.392659 -3.054070 -0.703 -0.018 0.172 0.12
C -3.366897 2.493502 1.241403 0.634 -0.372 -0.136 -1.40
C -0.369838 -6.290443 -0.301668 0.067 0.033 -0.012 -0.15
C -1.050314 3.874281 -0.083842 0.087 -0.873 0.262 0.19
C 2.678934 0.014993 -1.098621 0.605 0.235 0.832 -0.34
C -3.002403 -7.127375 -0.369051 -0.111 -0.049 0.040 -0.90
C -1.550552 5.157685 0.113062 -0.043 -0.026 0.069 -0.18
C 0.250692 -3.682353 0.839095 0.526 -0.404 -0.010 -0.10
C -2.989104 -0.494890 -1.576864 -0.592 0.006 0.099 -0.24
C -2.623235 -6.108042 0.485874 0.079 0.066 0.011 -0.21
C 2.327713 0.184659 3.978152 -0.116 -0.064 -0.083 -1.05
C -1.302776 -5.674994 0.521439 -0.011 -0.054 -0.264 -0.68
C -1.271813 6.189674 -0.766391 -0.073 0.089 0.064 -0.70
C -3.921364 -0.534407 -2.593219 0.147 0.019 0.172 -1.03
C -0.756284 -7.297565 -1.167294 -0.017 -0.098 -0.018 -1.01
C 2.911922 0.197363 1.290283 -0.349 -0.008 0.761 0.11
C 1.383205 -0.058523 3.003513 -0.186 -0.021 0.378 -0.15
C -1.505995 -5.346810 3.766077 0.039 0.048 -0.056 -0.24
C 4.177810 -0.151646 -5.014295 -0.093 -0.023 -0.038 -0.68
C -3.468262 -0.497652 -3.910273 0.003 -0.025 0.185 -0.40
C -0.515100 -5.121781 2.815876 0.164 0.097 0.207 -0.18
C 0.802844 -5.410371 3.142373 0.040 0.058 -0.064 -0.12
C -0.885963 -4.550799 1.455135 -0.038 -0.225 -0.033 2.85
H -2.547839 -5.177333 3.533158 -0.095 0.034 -0.020 0.18
H 0.350315 -0.277620 3.283428 0.157 0.070 -0.002 0.50
H 4.394777 0.682674 4.310583 0.085 0.007 0.034 0.42
H 0.146158 2.667573 -1.396241 0.008 0.185 -0.056 0.26
H 2.074878 -0.326643 -5.476029 -0.105 -0.029 -0.097 0.55
H -3.824588 2.530026 0.253927 -0.026 -0.015 -0.150 0.36
H -1.357890 4.139654 2.971176 -0.101 0.136 -0.083 0.37
H -3.313926 -0.523623 -0.539001 0.033 0.026 -0.113 0.56
H 4.498112 -0.181148 -6.045028 -0.003 -0.011 -0.096 0.42
H 6.174536 0.039127 -4.291068 0.094 0.010 0.016 0.41
H 5.504268 0.141180 -1.894752 0.096 0.011 0.122 0.54
H 2.160918 -6.046212 4.660430 0.098 -0.032 0.011 0.41
H 0.652626 4.496501 -2.963121 0.018 0.002 -0.030 0.43
H 4.915631 0.673828 1.865544 0.035 -0.005 -0.075 0.54
H 0.655575 -5.956995 -0.282074 0.056 -0.022 -0.011 0.54
H -3.371428 -5.647570 1.114497 -0.069 0.064 0.054 0.23
H 0.399484 -6.353456 6.364232 0.030 -0.059 0.099 0.40
H -4.973735 -0.587564 -2.364021 -0.044 -0.003 0.080 0.44
H 0.161784 3.253644 2.941372 0.125 0.010 0.003 0.32
H -1.267771 2.532685 3.666932 -0.057 -0.133 0.119 0.35
H 2.057887 0.153491 5.022426 -0.079 0.000 0.016 0.45
H 1.576764 -5.263630 2.405440 0.059 0.021 -0.030 0.53
H -2.371824 -8.513823 -1.872023 -0.036 -0.074 -0.075 0.40
H -1.957384 -5.935806 5.767527 -0.075 -0.029 0.053 0.39
H -0.024958 -7.742394 -1.824949 0.079 -0.072 -0.038 0.40
H -2.748903 -3.634104 2.132226 -0.003 0.107 0.030 0.30
H -4.031760 -7.452421 -0.391559 -0.102 -0.023 0.014 0.39
H -1.705958 -0.414127 -5.134722 0.077 0.011 -0.038 0.52
H -2.174144 5.353806 0.971109 -0.136 0.075 0.187 0.25
H -0.256547 6.761102 -2.564590 0.025 0.063 -0.062 0.37
H -3.684162 3.379843 1.786267 0.058 0.171 0.073 0.37
H -1.675729 7.177260 -0.586354 -0.018 0.048 0.008 0.38
H -3.773670 1.625747 1.758698 -0.081 -0.116 0.107 0.36
H -4.171345 -0.521867 -4.730288 -0.013 -0.004 -0.071 0.42
```
Positions in Å, forces in eV/Å.

Calculated values
**HOMO-LUMO gap (spin up / spin down)**: 6.6 / 6.5 eV
**Lowest unoccupied orbital energy (spin up / spin down)**: -1.0 / -1.0 eV
**Spin multiplicity**: 5
**Net charge**: 0



A cluster of 3 separate species, C6H9N in total. Source: the OMol25 dataset; level of theory: ωB97M-V/def2-TZVPD.

```
16
Properties=species:S:1:pos:R:3:forces:R:3:mulliken_charge:R:1
N -1.194200 -1.089454 -0.128711 0.071 0.022 -0.003 -0.41
C -0.247830 -0.171252 -0.496223 0.058 0.003 0.053 0.24
C -0.127374 -0.405058 1.728069 -0.009 0.035 0.084 -0.59
C -0.031910 0.007782 -1.868204 0.128 -0.085 0.089 -0.95
C -1.140045 -1.234460 1.184778 0.060 -0.023 0.132 -0.52
C 0.397056 0.333217 0.672945 0.009 0.002 -0.057 0.85
C 1.535961 1.306154 0.714921 0.047 0.069 0.007 -1.22
H 0.203315 -0.822288 -2.531127 -0.165 0.147 0.154 0.32
H -1.888053 -1.810682 1.721635 0.145 0.128 -0.096 0.41
H -1.606721 -0.492763 -2.216409 -0.224 -0.137 -0.050 0.06
H 0.104198 -0.286411 2.779617 -0.001 -0.011 -0.136 0.39
H 1.423237 2.095271 -0.037347 -0.010 -0.125 0.091 0.34
H 1.594711 1.783675 1.697469 -0.035 -0.072 -0.117 0.35
H 2.501724 0.818708 0.534914 -0.170 0.036 0.013 0.25
H 0.297839 0.976182 -2.248165 0.060 -0.092 0.126 0.27
H -1.821909 -1.008620 -1.508162 0.037 0.104 -0.291 0.21
```
Positions in Å, forces in eV/Å.

Calculated values
**HOMO-LUMO gap (spin up / spin down)**: 7.4 / 7.4 eV
**Lowest unoccupied orbital energy (spin up / spin down)**: -0.6 / -0.6 eV
**Net charge**: 0



A cluster of 3 separate species, CH9NO3 in total in a non-equilibrium geometry. Source: the OMol25 dataset; level of theory: ωB97M-V/def2-TZVPD.

```
14
Properties=species:S:1:pos:R:3:forces:R:3:mulliken_charge:R:1
O -0.631687 1.641971 0.731226 2.314 -0.447 -0.888 -0.63
O 0.096313 -2.475609 0.724656 7.747 2.424 -1.071 -1.21
O 2.329011 0.916923 -0.186839 -0.517 2.378 -1.029 -1.21
N -0.895964 -0.209628 -0.953821 -6.144 -1.120 2.871 -0.68
C -1.471043 1.006828 -0.248260 -0.145 -2.581 3.269 -0.39
H -1.878116 1.762859 -0.847022 -0.070 0.878 -1.794 0.23
H 0.846791 -2.887549 0.138817 -2.664 0.416 1.321 0.53
H -1.046854 -1.160752 -0.390939 0.709 3.304 -1.422 0.24
H -0.725879 -2.763344 0.830736 -5.007 -3.117 -0.029 0.36
H 0.343905 1.471568 0.496506 -1.775 0.251 0.300 0.25
H 2.779597 1.828507 -0.060191 -0.445 -2.264 0.254 0.51
H -2.375824 0.784045 0.489634 1.394 -0.575 -1.972 0.17
H 2.606798 0.236173 0.425643 0.717 -0.161 0.791 0.42
H 0.022952 -0.151995 -1.150152 3.885 0.617 -0.600 0.41
```
Positions in Å, forces in eV/Å.

Calculated values
**HOMO-LUMO gap (spin up / spin down)**: 3.0 / 9.6 eV
**Lowest unoccupied orbital energy (spin up / spin down)**: 3.7 / 3.8 eV
**Spin multiplicity**: 2
**Net charge**: -1



Ordered DFT total energy results: -87390.7245, -91275.4369, -7853.7042, -8812.7110; unit eV.